Entry 1:
{"formula": "C5H6O2", "method": "ωB97M-V/def2-TZVPD", "homo_lumo_gap_ev": 9.178, "total_charge": 0, "lumo_ev": 0.321, "de_lowest_kcal_mol": 84.74, "species": ["O", "C", "C", "C", "C", "C", "O", "H", "H", "H", "H", "H", "H"], "positions_angstrom": [[0.55578, 0.69855, -1.96266], [-1.51504, 1.36141, -0.66083], [-1.25270, 0.64826, 0.41110], [-0.68433, -0.11178, 1.25795], [0.06940, -0.91776, 1.97434], [1.85777, -1.03291, -0.08796], [2.60745, -1.75416, 0.36340], [-0.01950, 0.07574, -2.41975], [-2.11541, 0.97077, -1.47784], [-1.09625, 2.35300, -0.79757], [-0.06368, -1.99586, 1.95217], [0.88162, -0.53277, 2.58641], [0.77489, 0.23752, -1.13877]]}



Entry 2:
{"formula": "C20H26AsNO4PS7Tc", "method": "ωB97M-V/def2-TZVPD", "homo_lumo_gap_ev": 6.863, "total_charge": 0, "lumo_ev": -0.654, "de_lowest_kcal_mol": 0.00, "species": ["Tc", "S", "C", "S", "S", "C", "C", "C", "C", "N", "C", "C", "C", "C", "C", "C", "C", "H", "H", "H", "H", "H", "H", "H", "H", "S", "As", "S", "S", "S", "C", "C", "C", "C", "O", "P", "O", "O", "O", "C", "C", "C", "C", "H", "H", "H", "H", "H", "H", "H", "H", "H", "H", "H", "H", "H", "H", "H", "H", "H", "H"], "positions_angstrom": [[0.13719, 0.26634, 0.27596], [3.67078, -2.81948, -0.76684], [2.19542, -2.40654, -0.77775], [2.56454, 0.52125, 0.67406], [0.68931, -1.99297, -0.79131], [-1.15196, 3.62032, 2.69166], [-1.03743, 4.69543, 1.82173], [-0.63612, 4.45991, 0.52415], [-0.33684, 3.16545, 0.10857], [-0.42911, 2.12146, 0.96563], [-0.84802, 2.36111, 2.22464], [0.13272, 2.79243, -1.22949], [0.18213, 3.68196, -2.30305], [0.64548, 3.25082, -3.53399], [1.06586, 1.93170, -3.68901], [1.01437, 1.04954, -2.61784], [0.53933, 1.45716, -1.36675], [-1.47454, 3.74756, 3.71736], [-1.26116, 5.70265, 2.15366], [-0.53165, 5.27685, -0.17763], [-0.93661, 1.49887, 2.87101], [-0.14798, 4.71028, -2.18748], [0.68130, 3.93748, -4.37195], [1.43151, 1.59260, -4.65346], [1.34922, 0.02604, -2.76006], [0.14306, -1.73439, 4.33227], [-2.08158, -1.10792, 3.67433], [1.29161, -2.00138, 2.71284], [1.49050, 0.09178, 2.27921], [-3.17080, -2.81571, 3.82788], [-4.39537, 1.43162, -0.90149], [-4.40056, 1.39294, 0.62094], [-4.22958, 2.78914, 1.18255], [-5.65919, 0.74101, 1.17264], [-3.23664, 0.65881, 1.15804], [-2.48336, -0.57285, 0.52617], [-1.42464, -0.99379, 1.58244], [-1.71493, -0.23782, -0.73298], [-3.63780, -1.60460, 0.33359], [-3.65491, -2.92048, -0.34670], [-2.55095, -3.80079, 0.20676], [-5.01630, -3.48089, 0.00599], [-3.51731, -2.69827, -1.84375], [-5.21033, 2.07832, -1.22952], [-4.55044, 0.44102, -1.33665], [-3.45274, 1.83102, -1.28229], [-5.11367, 3.38647, 0.94584], [-3.34988, 3.27529, 0.74925], [-4.11117, 2.75005, 2.26826], [-6.53544, 1.29270, 0.82452], [-5.64603, 0.75708, 2.26542], [-5.74083, -0.29535, 0.84522], [-2.63790, -3.89687, 1.29096], [-1.56822, -3.39805, -0.02848], [-2.62629, -4.79218, -0.24621], [-5.10924, -3.58621, 1.08862], [-5.14317, -4.45999, -0.46241], [-5.80555, -2.81595, -0.35277], [-2.58528, -2.18144, -2.07934], [-4.35354, -2.10501, -2.22254], [-3.52103, -3.66417, -2.35393]]}



Entry 3:
{"formula": "C5H8N", "method": "ωB97M-V/def2-TZVPD", "homo_lumo_gap_ev": [9.597, 9.597], "smiles": "C[C@H]1C2=C[N@@+]21C", "total_charge": 1, "lumo_ev": [-5.694, -5.694], "de_lowest_kcal_mol": 145.08, "species": ["C", "C", "C", "C", "C", "N", "H", "H", "H", "H", "H", "H", "H", "H"], "positions_angstrom": [[-1.21000, -0.66261, -1.54090], [-1.36859, -0.99028, -0.25751], [0.04855, -1.08430, 0.20435], [0.52341, -0.53483, 1.51433], [0.25920, 1.51528, -0.67210], [0.03244, -0.20535, -0.95531], [-1.69013, -0.14216, -2.31481], [0.60169, -1.96376, -0.13126], [0.17032, 0.54503, 1.71544], [1.52379, -0.51213, 1.68374], [0.21139, -1.07009, 2.44141], [-0.78371, 1.82431, -0.58689], [0.76220, 1.47989, 0.32466], [0.91942, 1.80099, -1.42516]]}



Entry 4:
{"formula": "C2H6NO2S", "method": "ωB97M-V/def2-TZVPD", "homo_lumo_gap_ev": 7.513, "total_charge": -1, "lumo_ev": 3.979, "de_lowest_kcal_mol": 0.92, "species": ["C", "S", "H", "H", "H", "N", "C", "O", "O", "H", "H", "H"], "positions_angstrom": [[-0.66872, -1.33512, 2.30628], [0.85040, -0.68122, 1.53218], [-0.49743, -2.30027, 2.78073], [-1.04044, -0.62533, 3.04837], [-1.44895, -1.42744, 1.54732], [-0.17735, 1.55674, -0.47098], [-0.23320, 0.75119, -1.56324], [-0.01120, -0.53206, -1.32650], [-0.50070, 1.16649, -2.67869], [0.13896, 1.18019, 0.41629], [-0.19109, 2.53318, -0.68339], [0.36015, -0.65152, -0.36593]]}